This record from the OMol25 dataset describes C4H9NO2 in the gas phase in a non-equilibrium geometry. The level of theory is the ωB97M-V functional and the def2-TZVPD basis.

Geometry as ORCA input:
```
! wB97M-V def2-TZVPD RIJCOSX def2/J DEFGRID3
* xyz 0 1
C -1.1744 1.4471 -0.1350
C -0.2779 0.2861 0.2183
C -0.9370 -1.1024 0.0768
O -0.3902 -2.1235 0.8746
N 0.9989 0.3930 -0.6775
C 2.0722 -0.1560 -0.0910
O 1.9813 -0.6882 1.0071
H -0.5956 2.3656 -0.0066
H -2.0618 1.5102 0.5055
H -1.4879 1.3495 -1.1757
H -0.0003 0.3730 1.2858
H -1.9993 -1.0481 0.3569
H -0.8902 -1.3509 -0.9916
H 0.5568 -1.9422 0.9816
H 1.1639 0.8057 -1.6102
H 3.0414 -0.1189 -0.6189
*
```

Properties
HOMO level ... -9.9 eV
SMILES ... C[C@@H](CO)NC=O
Energy above the lowest of the compared OMol25 structures with the same formula, charge and spin ... 1.2939 eV
LUMO ... 0.8 eV
Frontier orbital gap ... 10.67 eV


This record from the OMol25 dataset describes C5H8ClOPS in the gas phase in a non-equilibrium geometry. The level of theory is the ωB97M-V functional and the def2-TZVPD basis.

Geometry as ORCA input:
```
! wB97M-V def2-TZVPD RIJCOSX def2/J DEFGRID3
* xyz 0 1
C -0.3091 -1.2414 -0.2986
C 0.0988 -0.4753 -1.2496
C -0.7964 -0.5817 1.0404
C 0.6872 -0.2044 -2.5668
C 0.4171 -0.5462 2.0452
O -1.3404 0.7204 0.9995
P -0.7317 1.8692 -0.0056
S -2.0226 3.2289 -0.4373
Cl 0.8227 2.5107 1.0632
H 0.0027 -2.3094 -0.3381
H -1.6899 -1.0780 1.5643
H -0.0034 0.1570 -3.2597
H 1.3009 -1.1105 -2.9981
H 1.4065 0.6674 -2.3463
H 0.3765 0.2788 2.8442
H 1.2889 -0.3551 1.3524
H 0.4920 -1.5303 2.5909
*
```

Properties
HOMO level (spin up / spin down) ... -8.2 / -8.2 eV
Energy above the lowest of the compared OMol25 structures with the same formula, charge and spin ... 3.1863 eV
LUMO (spin up / spin down) ... -1.0 / -1.2 eV
Frontier orbital gap (spin up / spin down) ... 7.24 / 6.97 eV


In Ha, the energy values for the records above are, in order, -363.03799 -1470.21491.